DFT (wB97M-V/def2-TZVPD) results for a structure of composition C3H12LiO7S.

Structure (ORCA input):
```
! RIJCOSX wB97M-V def2-TZVPD def2/J DEFGRID3
* xyz -1 1
S 39.44 35.35 48.42
O 39.19 34.51 49.52
O 43.54 32.88 48.60
O 43.26 35.95 50.12
O 38.93 34.71 47.16
O 40.90 35.55 48.27
O 38.74 36.55 48.48
O 43.60 36.07 46.89
C 42.51 32.62 49.54
C 44.86 35.54 46.61
C 44.21 36.88 50.44
Li 42.64 35.06 48.38
H 43.78 32.34 47.88
H 42.52 36.21 50.04
H 45.37 36.24 45.84
H 44.58 37.36 49.48
H 42.28 33.00 50.64
H 41.50 32.85 49.07
H 44.63 34.64 46.16
H 43.85 37.77 51.28
H 42.68 31.37 49.50
H 45.51 35.55 47.51
H 45.22 36.59 50.89
H 43.24 37.01 46.59
*
```

As for the HOMO energy: -2.48 eV. For the gap between HOMO and LUMO, the calculation gives 4.532 eV. The energy above the lowest of the compared OMol25 structures with the same formula, charge and spin comes out at 1.619 eV.

Atom charges from the natural (NBO) analysis, given in e for atoms 1 to 4:
1. S 2.647
2. O -1.108
3. O -0.804
4. O -0.709


DFT (wB97M-V/def2-TZVPD) results for a cluster of 2 separate species, C6H14S2 in total.

Structure (ORCA input):
```
! RIJCOSX wB97M-V def2-TZVPD def2/J DEFGRID3
* xyz 0 1
S 0.85 -2.08 1.36
S 1.74 -2.05 -0.47
C -1.80 1.63 -0.86
C -2.52 1.80 0.45
C -0.75 2.39 -1.20
C 3.29 -2.93 -0.15
C 1.58 -0.64 2.17
C -2.32 0.54 -1.76
H -2.47 0.87 1.03
H 3.10 -3.95 0.23
H 3.83 -3.00 -1.10
H -2.07 2.61 1.04
H -3.37 0.74 -2.02
H 1.39 0.28 1.60
H 3.92 -2.40 0.58
H -3.58 2.04 0.26
H -1.73 0.48 -2.69
H -2.27 -0.44 -1.25
H -0.38 3.18 -0.53
H -0.23 2.25 -2.16
H 1.12 -0.55 3.17
H 2.68 -0.75 2.29
*
```

As for the HOMO energy: -8.89 eV. For the gap between HOMO and LUMO, the calculation gives 9.716 eV. The energy above the lowest of the compared OMol25 structures with the same formula, charge and spin comes out at 0.591 eV.

Atom charges from the natural (NBO) analysis, given in e for atoms 1 to 4:
1. S 0.090
2. S 0.095
3. C 0.032
4. C -0.644


DFT (wB97M-V/def2-TZVPD) results for a structure of composition C4H8O2.

Structure (ORCA input):
```
! RIJCOSX wB97M-V def2-TZVPD def2/J DEFGRID3
* xyz 0 1
O 1.39 0.69 0.10
O -2.13 1.60 -0.45
C 0.66 -0.11 -0.82
C 0.77 -1.56 -0.49
C -0.22 -0.70 0.25
C 0.55 0.23 1.18
H -0.06 1.05 1.58
H -1.23 1.37 -0.72
H 1.67 -1.91 0.01
H -1.29 -0.87 0.26
H 0.45 0.30 -1.80
H 0.33 -2.25 -1.20
H -2.02 2.39 0.10
H 1.13 -0.24 1.99
*
```

As for the HOMO energy: -9.53 eV. For the gap between HOMO and LUMO, the calculation gives 10.447 eV. The energy above the lowest of the compared OMol25 structures with the same formula, charge and spin comes out at 3.026 eV.

Atom charges from the natural (NBO) analysis, given in e for atoms 1 to 4:
1. O -0.523
2. O -0.941
3. C 0.066
4. C -0.441


DFT (wB97M-V/def2-TZVPD) results for an isolated molecule of C22H30FN3O2.

Structure (ORCA input):
```
! RIJCOSX wB97M-V def2-TZVPD def2/J DEFGRID3
* xyz 0 1
F -0.20 11.26 -0.88
O -1.03 3.37 1.84
O 1.91 0.90 -0.86
N 1.40 -0.87 0.44
N 0.79 -4.98 -0.15
N 0.04 2.48 0.07
C -1.72 -5.27 0.26
C 1.20 0.38 -0.01
C 0.81 -3.54 0.02
C -0.64 5.95 0.77
C -0.50 7.32 0.31
C -0.30 9.97 -0.49
C 0.82 -3.02 1.47
C -0.19 4.84 0.17
C 1.54 -5.73 0.83
C 2.52 -1.65 -0.05
C 0.58 -1.51 1.45
C -2.32 -5.06 -2.05
C -0.94 9.67 0.70
C 2.03 -2.94 -0.72
C -0.80 -5.20 -2.03
C -0.43 3.52 0.79
C -0.45 -5.59 -0.58
C -1.04 8.35 1.09
C 0.25 8.98 -1.28
C -2.65 -4.49 -0.67
C 0.15 7.66 -0.88
C 0.01 1.13 0.57
H -0.33 -4.25 -2.28
H -2.42 -3.43 -0.65
H 1.75 -2.74 -1.76
H 3.05 -1.02 -0.77
H 1.03 -5.83 1.80
H 2.83 -3.67 -0.73
H 0.03 -3.49 2.06
H 0.75 9.25 -2.20
H 1.71 -6.74 0.44
H 0.68 2.61 -0.71
H -2.67 -4.42 -2.86
H -1.16 5.82 1.71
H -0.48 -1.32 1.23
H -1.36 10.47 1.30
H -3.70 -4.62 -0.40
H -0.45 -5.94 -2.74
H 2.51 -5.27 0.98
H 0.57 6.89 -1.50
H 0.34 4.85 -0.77
H -1.54 8.10 2.01
H -2.79 -6.04 -2.16
H 0.79 -1.08 2.44
H 0.04 1.16 1.66
H -2.20 -6.20 0.56
H -0.93 0.64 0.27
H 3.19 -1.87 0.78
H 1.77 -3.24 1.95
H -1.48 -4.71 1.16
H -0.26 -6.67 -0.54
H -0.10 -3.15 -0.44
*
```

As for the HOMO energy: -8.22 eV. For the gap between HOMO and LUMO, the calculation gives 8.502 eV. The energy above the lowest of the compared OMol25 structures with the same formula, charge and spin comes out at 0.663 eV.

Atom charges from the natural (NBO) analysis, given in e for atoms 1 to 4:
1. F -0.322
2. O -0.642
3. O -0.652
4. N -0.430


energy above the lowest of the compared OMol25 structures with the same formula, charge and spin of number 2 (C6H14S2)? 0.591 eV


Copy entry 4 word for word.
DFT (wB97M-V/def2-TZVPD) results for an isolated molecule of C22H30FN3O2.

Structure (ORCA input):
```
! RIJCOSX wB97M-V def2-TZVPD def2/J DEFGRID3
* xyz 0 1
F -0.20 11.26 -0.88
O -1.03 3.37 1.84
O 1.91 0.90 -0.86
N 1.40 -0.87 0.44
N 0.79 -4.98 -0.15
N 0.04 2.48 0.07
C -1.72 -5.27 0.26
C 1.20 0.38 -0.01
C 0.81 -3.54 0.02
C -0.64 5.95 0.77
C -0.50 7.32 0.31
C -0.30 9.97 -0.49
C 0.82 -3.02 1.47
C -0.19 4.84 0.17
C 1.54 -5.73 0.83
C 2.52 -1.65 -0.05
C 0.58 -1.51 1.45
C -2.32 -5.06 -2.05
C -0.94 9.67 0.70
C 2.03 -2.94 -0.72
C -0.80 -5.20 -2.03
C -0.43 3.52 0.79
C -0.45 -5.59 -0.58
C -1.04 8.35 1.09
C 0.25 8.98 -1.28
C -2.65 -4.49 -0.67
C 0.15 7.66 -0.88
C 0.01 1.13 0.57
H -0.33 -4.25 -2.28
H -2.42 -3.43 -0.65
H 1.75 -2.74 -1.76
H 3.05 -1.02 -0.77
H 1.03 -5.83 1.80
H 2.83 -3.67 -0.73
H 0.03 -3.49 2.06
H 0.75 9.25 -2.20
H 1.71 -6.74 0.44
H 0.68 2.61 -0.71
H -2.67 -4.42 -2.86
H -1.16 5.82 1.71
H -0.48 -1.32 1.23
H -1.36 10.47 1.30
H -3.70 -4.62 -0.40
H -0.45 -5.94 -2.74
H 2.51 -5.27 0.98
H 0.57 6.89 -1.50
H 0.34 4.85 -0.77
H -1.54 8.10 2.01
H -2.79 -6.04 -2.16
H 0.79 -1.08 2.44
H 0.04 1.16 1.66
H -2.20 -6.20 0.56
H -0.93 0.64 0.27
H 3.19 -1.87 0.78
H 1.77 -3.24 1.95
H -1.48 -4.71 1.16
H -0.26 -6.67 -0.54
H -0.10 -3.15 -0.44
*
```

As for the HOMO energy: -8.22 eV. For the gap between HOMO and LUMO, the calculation gives 8.502 eV. The energy above the lowest of the compared OMol25 structures with the same formula, charge and spin comes out at 0.663 eV.

Atom charges from the natural (NBO) analysis, given in e for atoms 1 to 4:
1. F -0.322
2. O -0.642
3. O -0.652
4. N -0.430


The lowest energy above the lowest of the compared OMol25 structures with the same formula, charge and spin belongs to which entry? C6H14S2